(1)
The following is a quantum chemistry calculation of C22H26N6O7PSn as an isolated structure in a non-equilibrium geometry, from OMol25.

```
63
Properties=species:S:1:pos:R:3:forces:R:3:lowdin_charge:R:1
Sn -1.145 -1.054 -1.329 -0.64 -0.35 -0.07 1.426
P 2.544 1.457 -0.120 -0.27 -0.10 -0.03 1.133
O -4.393 2.055 -0.417 0.04 -0.27 -0.02 -0.030
O 1.126 -3.574 -0.243 -0.22 0.15 -0.13 -0.064
O -2.077 -0.951 1.134 0.20 -0.07 -0.30 -0.208
O -5.220 -2.229 -1.552 0.35 0.04 0.04 0.033
O -3.110 0.490 -1.379 0.20 -0.10 0.00 -0.192
O 0.520 -3.332 -2.385 -0.12 0.04 -0.31 -0.235
O -2.991 -2.388 -1.378 1.06 0.16 -0.23 -0.221
N 0.104 2.313 -1.183 0.15 -0.05 -0.11 0.081
N 0.621 3.329 0.712 -0.01 -0.11 -0.08 -0.139
N 2.712 -0.584 1.740 0.00 0.06 -0.31 -0.141
N 3.178 1.659 -2.811 -0.01 -0.11 0.05 -0.138
N 2.062 -0.190 -2.354 -0.15 -0.32 0.29 0.080
N 0.695 -0.501 0.830 0.56 0.44 -0.12 0.044
C -3.905 0.914 -0.496 -0.13 0.37 0.20 -0.658
C -0.603 3.809 0.317 -0.01 0.07 0.00 -0.065
C -0.905 3.173 -0.856 -0.02 -0.05 0.02 -0.122
C 0.383 -3.025 -1.036 -0.14 0.04 0.42 -0.527
C -3.269 -0.393 3.037 0.12 -0.06 -0.14 -0.095
C -4.176 -0.019 0.709 0.24 0.18 -0.21 -0.103
C 1.383 3.722 1.873 0.08 0.06 0.06 -0.048
C -4.162 -2.070 -0.954 -0.52 0.15 0.20 -0.631
C 1.926 -0.002 0.779 -0.22 -0.15 0.24 -0.445
C 0.703 -1.424 1.828 -0.20 -0.05 -0.04 -0.143
C 3.802 2.947 -2.619 -0.10 0.16 0.01 -0.053
C -3.323 -1.928 2.820 0.08 0.12 -0.14 -0.098
C 2.976 1.010 -4.001 0.02 0.01 -0.08 -0.074
C -2.931 0.097 1.616 -0.35 0.27 0.35 -0.243
C -3.013 -2.023 1.315 -0.42 -0.37 0.30 -0.273
C 1.938 -1.492 2.400 0.05 0.01 0.16 -0.060
C -4.227 -1.562 0.502 0.08 -0.08 -0.20 -0.111
C 4.106 -0.303 1.995 0.09 0.08 0.12 -0.056
C 1.003 2.416 -0.230 -0.13 0.06 -0.06 -0.497
C 2.293 -0.133 -3.695 -0.01 -0.02 0.04 -0.136
C 1.565 -4.216 -2.771 0.04 0.02 0.17 -0.117
C 2.588 0.892 -1.843 0.09 0.15 -0.11 -0.496
H 4.600 -0.018 1.069 0.02 -0.04 0.01 0.064
H -2.487 -0.115 3.746 0.00 0.00 -0.01 0.105
H 4.370 3.211 -3.508 0.01 -0.03 0.00 0.085
H 2.204 4.389 1.598 -0.02 -0.01 0.00 0.086
H 4.474 2.914 -1.762 0.03 -0.02 -0.02 0.069
H 1.253 -4.723 -3.684 -0.04 0.05 -0.01 0.076
H -0.183 -1.990 2.054 0.11 -0.04 0.02 0.102
H 1.936 -0.918 -4.343 0.05 0.06 -0.06 0.101
H -2.563 -2.450 3.403 -0.02 0.02 0.04 0.103
H 0.735 4.238 2.577 -0.04 -0.04 -0.01 0.087
H 2.482 -3.648 -2.960 0.00 -0.05 0.02 0.078
H 2.327 -2.097 3.201 0.03 -0.05 -0.06 0.115
H 3.328 1.414 -4.935 0.00 0.02 0.02 0.107
H 4.593 -1.191 2.391 -0.04 -0.03 -0.01 0.089
H 3.049 3.718 -2.437 0.01 -0.01 -0.04 0.090
H 4.218 0.515 2.710 0.02 -0.03 0.00 0.085
H -4.217 0.019 3.380 0.02 0.04 0.02 0.110
H -1.800 3.243 -1.456 0.00 -0.03 0.11 0.105
H -4.300 -2.346 3.060 0.03 -0.08 -0.01 0.109
H -5.153 -1.959 0.919 -0.01 -0.01 -0.01 0.145
H -5.071 0.358 1.199 0.04 -0.02 0.10 0.142
H 1.756 -4.940 -1.980 0.04 -0.03 -0.05 0.069
H -2.571 -2.957 0.978 0.02 0.04 0.00 0.157
H 1.803 2.842 2.359 -0.05 0.02 0.05 0.073
H -2.422 1.058 1.571 0.05 -0.06 -0.10 0.159
H -1.139 4.544 0.894 -0.01 -0.05 0.03 0.111
```
Forces are in eV/Å.

Summary:
net charge	-1
electronic energy	-61631.1054	eV
maximum force	1.09	eV Å⁻¹
Kohn-Sham gap	6.11	eV
HOMO energy	-3.94	eV

=====

(2)
The following is a quantum chemistry calculation of a 9-piece molecular cluster, C18H54O9S9 overall in a non-equilibrium geometry, from OMol25.

```
90
Properties=species:S:1:pos:R:3:forces:R:3:lowdin_charge:R:1
S 2.515 2.141 -6.608 -0.34 0.86 0.58 0.803
S -4.790 -0.233 4.145 -0.43 -0.47 -0.85 0.820
S -0.569 -2.831 5.625 -0.30 0.16 -0.69 0.834
S 5.604 1.793 3.173 -0.08 -0.10 -0.62 0.808
S -4.430 1.596 -1.016 -1.02 0.29 0.34 0.838
S 2.470 -2.226 -4.356 -0.13 0.77 -0.03 0.841
S 0.365 1.317 0.216 0.20 0.26 0.91 0.840
S 3.794 3.542 -2.589 1.18 -0.01 1.53 0.840
S -1.584 -3.616 0.611 0.32 -0.33 -0.21 0.793
O 1.728 -1.178 -3.570 0.28 -0.74 0.06 -0.582
O 1.701 1.003 0.845 -0.67 -0.03 -0.55 -0.557
O -3.719 2.185 0.162 0.15 -0.57 -0.38 -0.568
O -1.790 -3.684 5.454 0.32 0.34 0.19 -0.566
O -4.973 -1.155 2.971 0.15 0.38 0.26 -0.574
O 5.133 4.061 -2.109 -0.84 0.00 -0.67 -0.568
O 6.553 0.858 2.492 -0.35 -0.05 0.36 -0.574
O 3.032 3.499 -6.247 -0.02 -0.56 -0.11 -0.564
O -0.198 -3.591 1.179 -0.37 0.13 -0.05 -0.559
C -0.871 0.456 1.256 0.24 0.30 -0.50 -0.220
C -6.009 0.937 -0.337 0.63 -0.89 -0.31 -0.245
C 1.344 1.652 -5.282 -0.33 -0.12 -0.46 -0.248
C -1.011 -1.384 6.628 0.33 0.05 -0.26 -0.267
C -2.051 -5.349 0.490 -0.28 -0.40 0.27 -0.268
C 4.064 -1.412 -4.721 0.17 -0.65 0.82 -0.239
C 0.200 0.299 -1.239 0.45 -0.94 -0.45 -0.261
C -4.655 1.445 3.479 0.79 0.46 1.08 -0.263
C -3.808 -0.057 -1.384 0.79 -0.86 1.07 -0.268
C 2.865 3.357 -1.035 -0.55 0.31 0.02 -0.278
C -2.747 -3.220 1.900 -0.17 0.06 0.10 -0.285
C 3.149 -3.565 -3.326 0.63 0.22 -0.36 -0.257
C 1.298 2.464 -7.915 0.16 -0.73 0.20 -0.262
C 4.100 1.771 -2.761 -0.26 -0.13 -0.18 -0.269
C -6.439 -0.048 4.897 0.51 0.58 -0.26 -0.242
C -0.440 -1.916 4.049 0.03 0.20 0.25 -0.266
C 3.897 1.118 2.987 1.11 0.38 0.63 -0.261
C 5.402 3.133 1.969 -0.20 0.12 0.10 -0.261
H 4.628 -1.393 -3.785 0.00 0.02 -0.03 0.053
H 3.727 0.407 3.793 0.15 -0.17 -0.11 0.040
H -0.952 -0.540 0.826 -0.28 -0.15 0.36 0.028
H 0.444 -1.281 3.961 0.11 -0.11 0.38 0.057
H 6.390 3.475 1.674 0.10 -0.12 0.14 0.054
H 0.357 2.103 -5.392 0.10 0.14 -0.26 0.055
H -4.418 -0.629 -2.079 -0.15 0.38 -0.19 0.060
H -3.105 -5.441 0.225 0.07 0.16 -0.24 0.052
H 0.972 0.545 -1.971 0.03 0.22 0.21 0.018
H 4.632 -1.978 -5.456 -0.09 0.13 -0.18 0.056
H 1.794 3.207 -1.199 0.09 -0.15 -0.28 0.020
H 2.412 -4.192 -2.834 -0.33 0.31 -0.07 0.052
H -5.521 1.822 2.944 0.00 -0.31 -0.25 0.054
H 2.937 4.290 -0.477 0.27 0.09 -0.20 0.058
H 1.866 2.728 -8.804 -0.02 0.31 0.07 0.046
H -0.397 -2.628 3.227 -0.08 -0.12 0.12 0.013
H -6.256 0.290 5.916 -0.32 0.13 0.01 0.049
H -6.442 0.280 -1.094 -0.14 0.25 -0.10 0.048
H -1.325 -1.279 3.993 -0.11 -0.15 -0.16 0.039
H 3.885 -0.377 -4.996 -0.28 -0.13 -0.39 0.021
H -1.430 -5.860 -0.241 0.05 0.16 -0.07 0.049
H -3.718 1.526 2.927 -0.31 -0.35 -0.51 0.033
H 3.876 0.647 2.011 -0.40 0.12 -0.09 0.038
H -3.735 -3.540 1.570 -0.03 0.05 0.03 0.060
H -0.267 -0.614 6.411 0.07 -0.06 0.12 0.050
H 4.487 1.575 -3.759 0.01 0.04 -0.01 0.039
H -5.708 0.277 0.480 -0.06 0.23 0.20 0.037
H -2.767 -0.066 -1.703 -0.15 0.52 -0.41 0.023
H -0.754 0.353 -1.760 -0.16 0.37 0.32 0.040
H -3.752 -0.632 -0.449 -0.34 0.17 0.06 0.054
H 0.378 -0.747 -0.970 0.02 0.08 0.10 0.064
H 3.671 -4.179 -4.067 -0.03 -0.05 0.05 0.051
H -1.801 1.026 1.256 -0.11 -0.17 -0.30 0.020
H -7.010 -0.969 4.881 0.35 -0.26 -0.02 0.056
H 0.643 3.250 -7.553 0.03 0.14 -0.16 0.055
H -0.950 -1.660 7.677 -0.16 -0.01 0.03 0.043
H 3.242 2.544 -0.420 0.12 -0.06 -0.13 0.020
H 3.225 1.959 3.149 -0.19 -0.06 -0.45 0.045
H -0.480 0.431 2.270 0.23 -0.05 -0.08 0.040
H 3.193 1.194 -2.572 0.00 -0.04 -0.15 0.031
H -2.470 -3.726 2.827 -0.01 0.03 0.03 0.055
H 4.850 1.528 -2.011 0.03 0.06 0.04 0.065
H -2.775 -2.142 2.037 0.03 -0.02 0.09 0.019
H 1.244 0.567 -5.318 0.00 -0.01 0.16 0.024
H 3.896 -3.201 -2.621 -0.21 0.12 0.14 0.055
H -6.942 0.697 4.282 -0.28 0.05 0.29 0.041
H -6.734 1.671 -0.006 0.27 0.36 -0.13 0.051
H 4.886 2.761 1.085 0.01 -0.05 0.03 0.029
H -1.990 -0.996 6.350 -0.11 -0.25 0.00 0.043
H -1.939 -5.838 1.461 0.24 0.18 0.04 0.064
H 1.716 1.958 -4.308 0.43 -0.04 -0.16 0.025
H 4.857 3.973 2.405 -0.07 -0.10 0.03 0.053
H 0.742 1.554 -8.151 -0.07 0.01 0.16 0.052
H -4.444 2.111 4.329 -0.41 -0.14 0.11 0.059
```
Forces are in eV/Å.

Summary:
net charge	0
electronic energy	-135478.3859	eV
maximum force	1.93	eV Å⁻¹
Kohn-Sham gap	8.38	eV
HOMO energy	-8.28	eV

=====

| no. | molar mass (g/mol) |
| --- | --- |
| 1 | 636.17 |
| 2 | 703.22 |